{"formula": "C4H6F3N", "method": "the ωB97M-V functional and the def2-TZVPD basis", "species": ["C", "C", "C", "C", "N", "F", "F", "F", "H", "H", "H", "H", "H", "H"], "xyz": [[-1.829, 2.147, -2.253], [-0.995, 0.987, -1.810], [-1.445, -0.592, 1.934], [-1.224, -0.281, -2.121], [-1.982, 0.578, 2.083], [-1.288, -1.472, 2.856], [-2.183, -0.639, -3.020], [-0.318, -1.320, -1.909], [-2.448, 2.003, -3.120], [-2.455, 2.221, -1.361], [-0.145, 1.071, -1.182], [-1.177, -1.095, 1.027], [-2.105, 0.970, 1.189], [-1.299, 3.101, -2.372]], "mulliken_charge": [-0.8870, -0.2324, 0.2704, 0.3905, -0.6268, -0.1877, -0.2356, -0.2409, 0.3046, 0.1967, 0.4101, 0.1954, 0.3416, 0.3011], "e_homo_ev": -10.0, "smiles": "[H]/N=C/F.CC=C(F)F", "total_charge": 0, "total_energy_ev": -13885.9279, "fmax_ha_per_bohr": 0.0860, "relative_energy_kcal_mol": 27.3, "orbital_gap_ev": 10.68, "e_lumo_ev": 0.6}

=====

{"formula": "C4H6F3N2O", "method": "the ωB97M-V functional and the def2-TZVPD basis", "species": ["C", "C", "C", "C", "N", "N", "O", "F", "F", "F", "H", "H", "H", "H", "H", "H"], "xyz": [[1.800, 0.286, 0.470], [-1.310, 0.363, -0.231], [-0.193, -0.881, -0.220], [-2.763, -0.113, 0.014], [2.966, 0.842, 0.279], [1.112, -0.345, -0.442], [-0.969, 1.485, -0.385], [-2.803, -0.847, 1.133], [-3.588, 0.910, 0.144], [-3.172, -0.882, -0.995], [1.380, 0.329, 1.473], [-0.293, -1.356, 0.758], [-0.478, -1.581, -1.005], [3.444, 1.316, 1.036], [3.419, 0.852, -0.628], [1.448, -0.378, -1.402]], "mulliken_charge": [0.2702, 0.3904, -0.8958, 0.9044, -0.2979, -0.1376, -0.4302, -0.2428, -0.2134, -0.2362, 0.3573, 0.3654, 0.4004, 0.2631, 0.2331, 0.2697], "e_homo_ev": -14.5, "smiles": "N/C=[NH+]/CC(=O)C(F)(F)F", "total_charge": 1, "total_energy_ev": -17418.8621, "fmax_ha_per_bohr": 0.0549, "relative_energy_kcal_mol": 0.0, "orbital_gap_ev": 10.59, "e_lumo_ev": -4.0}

=====

{"formula": "C4H6F3NO2S", "method": "the ωB97M-V functional and the def2-TZVPD basis", "species": ["C", "C", "C", "C", "N", "O", "O", "F", "F", "F", "S", "H", "H", "H", "H", "H", "H"], "xyz": [[-0.946, -2.297, -0.038], [-1.178, 2.177, -0.263], [-0.357, -1.711, 0.988], [2.371, 0.356, -0.063], [-1.056, 0.679, 0.071], [-1.724, -1.800, -1.003], [1.727, 0.009, 0.975], [2.497, 1.686, -0.252], [1.626, -0.083, -1.141], [3.595, -0.211, -0.084], [-0.208, 0.093, 1.195], [-0.836, -3.368, -0.206], [-1.593, 1.952, -1.269], [-1.892, 2.649, 0.494], [-0.275, 2.856, -0.232], [0.346, -2.105, 1.743], [-2.097, -0.882, -0.914]], "mulliken_charge": [0.0775, -0.7022, -0.3042, 0.8910, -0.2357, -0.4890, -0.5607, -0.2665, -0.2756, -0.2591, 0.3090, 0.3413, 0.2680, 0.2579, 0.2597, 0.3129, 0.3757], "e_homo_ev": -9.6, "total_charge": 0, "total_energy_ev": -28815.0590, "fmax_ha_per_bohr": 0.0602, "relative_energy_kcal_mol": 2.5, "orbital_gap_ev": 9.30, "e_lumo_ev": -0.3}